DFT (ωB97M-V/def2-TZVPD) results for a cluster of 11 separate species, C20H67N5O11 in total at a distorted geometry.

Cartesian coordinates (Å):
O 15.012 26.819 11.756
O 10.198 24.940 9.086
O 8.369 25.093 11.163
O 11.418 26.258 15.240
O 13.916 26.018 7.554
O 8.389 29.558 10.504
O 15.221 24.208 13.033
O 12.308 24.312 11.321
O 12.070 19.635 11.120
O 14.727 21.994 8.014
O 12.504 26.666 12.832
N 14.584 19.196 5.644
N 10.291 28.446 12.226
N 7.258 27.071 9.074
N 10.187 21.013 13.862
N 11.324 24.766 5.213
C 10.698 29.245 11.059
C 14.319 21.238 6.888
C 11.211 20.973 12.817
C 13.921 21.880 9.150
C 12.518 21.688 13.222
C 7.333 30.386 10.050
C 12.530 18.383 10.641
C 8.756 24.559 12.410
C 11.038 28.275 9.907
C 6.077 24.979 9.342
C 7.280 25.964 11.338
C 14.485 25.600 8.756
C 14.814 19.794 6.958
C 12.177 25.764 5.902
C 16.295 19.714 7.311
C 6.518 26.245 10.050
C 11.301 26.890 6.394
C 9.633 30.242 10.630
C 12.939 25.122 7.076
C 11.458 19.540 12.386
H 7.370 27.998 9.493
H 12.964 26.133 5.238
H 10.539 18.945 12.329
H 8.012 23.853 12.786
H 9.535 30.968 11.448
H 11.547 27.369 10.243
H 15.134 25.855 11.815
H 10.100 27.897 9.500
H 10.589 26.564 7.156
H 10.967 24.483 9.456
H 10.663 24.562 5.967
H 7.417 30.482 8.963
H 5.650 25.188 8.361
H 11.926 26.309 14.385
H 17.003 20.129 6.590
H 14.268 22.628 9.867
H 9.894 30.847 9.758
H 13.209 17.944 11.379
H 12.369 22.685 13.634
H 10.735 21.566 12.028
H 13.354 24.124 6.869
H 13.227 21.770 12.394
H 12.232 24.920 7.898
H 9.074 25.325 13.122
H 15.580 24.734 13.759
H 16.506 20.210 8.262
H 15.805 23.444 12.968
H 15.382 26.161 9.017
H 9.336 28.155 12.036
H 11.701 28.688 9.148
H 8.218 26.740 8.980
H 15.597 27.099 11.045
H 11.835 27.763 6.774
H 6.593 25.665 12.142
H 16.582 18.660 7.373
H 11.656 17.770 10.403
H 12.846 22.038 9.000
H 14.223 19.259 7.703
H 10.256 29.005 13.072
H 6.376 29.958 10.346
H 10.232 21.941 14.276
H 10.736 27.313 5.558
H 9.526 24.888 9.795
H 11.859 23.912 5.082
H 6.949 24.351 9.147
H 5.298 24.452 9.897
H 15.226 19.558 4.949
H 12.326 25.108 11.893
H 12.990 23.734 11.679
H 7.582 26.939 11.750
H 11.638 29.732 11.328
H 9.657 23.945 12.293
H 14.035 20.879 9.593
H 13.348 26.954 12.430
H 13.132 18.489 9.738
H 11.823 27.269 12.448
H 13.246 21.247 6.677
H 14.724 18.194 5.626
H 13.820 25.704 9.625
H 11.073 25.361 15.277
H 10.486 20.387 14.614
H 14.696 24.522 8.695
H 14.785 21.743 6.038
H 7.393 31.378 10.509
H 13.046 21.047 13.937
H 5.630 26.856 10.243
H 12.076 19.045 13.151

The relative energy (zero: lowest compared OMol25 entry of this formula, charge and spin) comes out at 10.0 kcal/mol. As for the LUMO energy: 0.02 eV. The HOMO energy comes out at -9.01 eV.

---

DFT (ωB97M-V/def2-TZVPD) results for a structure of composition C32H27F9MoNO2PSe.

Cartesian coordinates (Å):
Mo 0.792 0.309 -0.781
Se 1.958 1.849 -2.201
P -1.080 -0.559 -2.112
F -0.055 4.126 1.021
F -0.505 -0.425 2.254
F -2.657 1.232 2.235
F 0.719 3.455 2.931
F 1.654 2.818 1.088
F -1.988 3.187 2.857
F -0.411 1.039 3.850
F -2.465 2.810 0.778
F 1.324 0.640 2.619
O 1.717 -1.994 0.761
O -0.398 1.321 0.321
N 1.086 -1.765 -0.472
C -1.346 1.522 -3.936
C 2.777 0.114 -2.127
C 0.482 3.108 1.677
C 4.153 -1.502 -0.977
C -4.079 1.120 -4.252
C 0.779 -4.039 -3.260
C 2.056 -0.305 -4.543
C -3.962 -0.984 0.702
C 3.353 -1.957 -3.199
C 3.555 -0.254 -0.994
C -0.013 0.780 2.627
C -0.453 1.861 1.598
C -3.384 -3.211 -0.006
C 3.692 0.657 0.191
C -0.429 -1.943 -3.094
C -3.371 0.331 -3.359
C 4.066 -2.366 -2.066
C -4.136 -2.358 0.790
C 0.298 -4.224 -4.548
C -0.539 -3.273 -5.107
C -2.448 -2.695 -0.888
C 2.717 -0.734 -3.267
C 1.018 -2.813 -1.204
C -1.929 2.296 1.881
C -0.912 -2.146 -4.376
C -1.998 0.533 -3.198
C -3.021 -0.460 -0.168
C 0.447 -2.895 -2.534
C 4.775 -3.684 -2.049
C -3.427 2.101 -4.985
C -2.252 -1.314 -0.961
C -2.061 2.301 -4.829
H 2.601 0.528 -4.991
H -4.873 -2.764 1.470
H 3.995 1.663 -0.100
H -4.561 -0.320 1.309
H 2.040 -1.124 -5.259
H 4.720 -1.803 -0.105
H -1.595 -1.427 -4.811
H -1.557 3.071 -5.397
H 3.321 -2.612 -4.063
H 1.423 -4.786 -2.811
H -2.902 0.613 -0.254
H -0.925 -3.413 -6.108
H 4.412 0.251 0.898
H 4.835 -4.093 -1.042
H -5.143 0.967 -4.372
H 1.033 0.033 -4.382
H 2.753 0.767 0.755
H 5.798 -3.550 -2.407
H 1.051 -1.820 1.448
H -3.986 2.718 -5.676
H 4.296 -4.408 -2.706
H 0.568 -5.110 -5.106
H -3.541 -4.280 0.045
H -3.888 -0.433 -2.793
H 1.430 -3.722 -0.770
H -0.285 1.694 -3.808
H -1.904 -3.372 -1.531

The charge is +2. The relative energy (zero: lowest compared OMol25 entry of this formula, charge and spin) comes out at 0.0 kcal/mol. The multiplicity is 3. As for the LUMO energy (spin up / spin down): -7.58 / -7.58 eV. The HOMO energy (spin up / spin down) comes out at -14.48 / -14.78 eV.

---

DFT (ωB97M-V/def2-TZVPD) results for a structure of composition C17H23BrCdN7O5.

Cartesian coordinates (Å):
Cd 0.819 0.646 0.479
Br 4.070 1.861 0.182
O -0.285 -1.065 1.479
O -1.558 -2.846 1.128
O 0.947 2.184 -1.119
O 0.381 2.666 1.318
O 5.994 -1.375 3.683
N -4.949 -5.137 -1.311
N -0.998 0.068 -0.904
N 2.723 -0.158 1.496
N -2.801 -5.612 -0.588
N 0.889 3.620 0.646
N -3.717 -3.569 -0.135
N 1.164 3.354 -0.566
C 1.827 4.361 -1.349
C 4.904 -1.015 2.994
C 2.245 4.022 -2.624
C 3.919 0.425 1.391
C 5.033 0.044 2.101
C 2.903 4.974 -3.392
C -3.838 -4.758 -0.663
C 2.704 6.565 -1.607
C -3.223 -0.428 -0.001
C -1.845 -1.008 -0.367
C 3.665 -1.637 3.126
C -4.266 -1.332 0.659
C -1.164 -1.693 0.842
C 2.616 -1.179 2.365
C 2.049 5.630 -0.827
C -4.735 -2.527 -0.168
C 3.134 6.243 -2.889
H 3.518 -2.459 3.813
H 3.645 6.982 -3.491
H -3.649 -0.008 -0.917
H -1.441 0.979 -0.817
H -5.043 -6.064 -1.684
H 1.714 5.873 0.170
H -2.922 -6.588 -0.794
H -2.813 -3.323 0.376
H 5.980 0.548 1.979
H -2.009 -5.349 -0.023
H 1.632 -1.623 2.441
H 2.055 3.028 -2.998
H -4.937 -2.222 -1.200
H -1.953 -1.778 -1.135
H -5.756 -4.540 -1.327
H 5.799 -2.105 4.283
H -3.902 -1.693 1.624
H 2.881 7.555 -1.209
H -3.046 0.415 0.676
H -5.667 -2.908 0.261
H 3.233 4.715 -4.389
H -5.140 -0.715 0.868
H -0.788 -0.046 -1.887

The charge is +1. The relative energy (zero: lowest compared OMol25 entry of this formula, charge and spin) comes out at 0.0 kcal/mol. As for the LUMO energy: -2.16 eV. The HOMO energy comes out at -10.29 eV.